3 unconnected molecules or ions with the total composition C6H12O2 at a distorted geometry. Source: the OMol25 dataset; level of theory: ωB97M-V with the def2-TZVPD basis set.

XYZ file:
```
20
Properties=species:S:1:pos:R:3:forces:R:3:nbo_charge:R:1
C -1.463398 0.029033 -0.020517 1.1 -0.9 -0.7 0.675
C -1.032876 -0.745898 1.192511 0.1 0.0 -0.3 -0.691
C -2.884631 0.112060 -0.359047 -0.3 -1.4 -1.4 -0.751
O -0.777544 1.140877 -0.296160 0.2 -0.3 -0.2 -0.676
O -1.135153 -1.187349 -1.473114 0.3 1.1 0.7 -1.002
H 0.187061 0.989672 -0.211991 -0.3 0.0 0.1 0.509
H -0.649290 -2.017829 -1.409156 0.1 0.0 0.6 0.450
H -1.577655 -1.684037 1.241220 0.0 0.0 0.0 0.235
H -2.810323 -0.746845 -1.137785 -1.2 1.3 1.0 0.335
H -3.544926 -0.147084 0.461530 -0.1 0.1 0.1 0.222
H 0.038237 -0.942661 1.159047 0.0 0.0 0.0 0.232
H -1.256132 -0.154748 2.085587 0.0 0.0 -0.1 0.227
H -3.150882 1.034934 -0.864171 0.0 0.1 0.2 0.236
C 3.502449 1.088140 0.480584 0.3 0.0 0.2 -0.694
C 2.555759 0.339625 -0.328215 -0.4 -0.1 -0.4 -0.009
C 1.762710 -0.228832 -1.033795 0.0 -0.1 0.2 -0.302
H 4.519539 0.919250 0.122833 0.0 0.0 0.0 0.243
H 3.456043 0.778846 1.527040 0.0 0.0 -0.1 0.237
H 3.296342 2.158390 0.425814 0.0 -0.1 0.0 0.240
H 0.964669 -0.735544 -1.562215 0.3 0.3 0.0 0.283
```
Forces are in eV/Å.

Computed properties:
**Total charge**: 0
**Orbital gap**: 10.16 eV
**Highest occupied orbital energy**: -9.4376 eV